No. 1
{"formula": "C10H22HfO4S", "method": "the ωB97M-V functional and the def2-TZVPD basis", "species": ["Hf", "C", "C", "O", "C", "C", "O", "C", "C", "O", "C", "C", "O", "H", "H", "H", "H", "H", "H", "H", "H", "H", "H", "H", "H", "H", "H", "H", "H", "C", "S", "C", "H", "H", "H", "H", "H", "H"], "coordinates": [[0.299694, 0.566212, -0.357397], [-1.378404, 2.263497, 1.404774], [-0.492130, 1.610321, 2.454178], [0.647007, 1.064748, 1.690826], [1.702233, 0.333633, 2.418545], [2.679786, -0.092628, 1.334344], [1.919300, -0.601179, 0.161525], [1.553608, -2.036875, 0.111028], [0.147699, -2.255814, 0.660902], [-0.729990, -1.212084, 0.070269], [-2.030564, -1.015972, 0.758024], [-2.597419, 0.324008, 0.292879], [-1.526741, 1.348612, 0.236445], [-0.920827, 3.174915, 1.010539], [-2.356539, 2.535515, 1.803416], [-0.983464, 0.803578, 3.000069], [-0.153195, 2.357784, 3.175052], [1.258498, -0.502304, 2.961052], [2.199377, 0.988052, 3.137726], [3.391477, -0.840816, 1.685113], [3.253249, 0.760091, 0.963740], [2.276771, -2.635782, 0.667396], [1.627076, -2.331546, -0.936280], [0.098421, -2.185779, 1.748043], [-0.205596, -3.246066, 0.364944], [-1.871607, -1.059661, 1.835828], [-2.719578, -1.817506, 0.482825], [-3.398779, 0.644901, 0.960444], [-3.023318, 0.266912, -0.709322], [-1.065234, -0.353179, -3.321410], [0.674927, -0.127845, -2.779486], [1.366336, 0.995922, -4.037900], [-1.022516, -0.810211, -4.313852], [-1.590945, 0.597532, -3.397096], [-1.559054, -1.065198, -2.660107], [0.748655, 1.884336, -4.152692], [1.392605, 0.422120, -4.966482], [2.389163, 1.247769, -3.757908]], "forces_ev_per_angstrom": [[-0.017, -0.175, -0.878], [0.261, 0.521, 0.575], [-0.514, 0.333, 0.042], [0.039, -0.035, -0.157], [0.542, -0.263, 0.044], [0.339, 0.407, 0.590], [-0.077, -0.251, 0.660], [-0.238, -0.811, -0.205], [0.617, -0.564, 0.072], [0.389, 0.698, 0.231], [-0.724, 0.261, 0.129], [-0.545, -0.626, -0.184], [-0.184, -0.240, 0.494], [-0.051, -0.039, -0.120], [-0.088, -0.105, -0.115], [0.143, -0.117, -0.055], [0.140, 0.019, -0.073], [-0.184, 0.069, -0.055], [-0.053, 0.128, -0.066], [-0.069, -0.124, -0.097], [-0.009, -0.057, -0.124], [0.068, 0.141, 0.081], [0.051, 0.157, -0.035], [-0.146, 0.183, -0.020], [-0.124, 0.067, -0.097], [0.226, -0.025, -0.034], [0.117, -0.074, -0.106], [0.082, 0.134, 0.051], [0.136, 0.103, -0.058], [-0.085, -0.065, -0.213], [-0.449, 0.293, -0.256], [0.381, 0.216, -0.380], [0.108, -0.018, 0.021], [0.045, 0.012, 0.051], [0.018, 0.008, 0.019], [-0.062, -0.042, 0.121], [-0.051, -0.088, 0.068], [-0.028, -0.029, 0.076]], "homo_energy_ha": -0.901, "homo_lumo_gap_ha": 0.2994, "spin_multiplicity": 1, "total_charge": 4, "molar_mass_da": 416.84, "lumo_ev": -16.38, "fmax_ha_per_bohr": 0.0174}

---

No. 2
{"formula": "C10H22LiO4", "method": "the ωB97M-V functional and the def2-TZVPD basis", "species": ["Li", "C", "O", "H", "H", "H", "C", "O", "H", "H", "H", "C", "C", "C", "O", "C", "H", "H", "H", "H", "H", "H", "H", "H", "C", "C", "C", "O", "C", "H", "H", "H", "H", "H", "H", "H", "H"], "coordinates": [[-0.534669, 1.235503, 0.673539], [0.636603, 1.531054, 3.441433], [0.276011, 2.397712, 2.376007], [0.478357, 1.919979, 4.447311], [0.181083, 0.540914, 3.456065], [1.711540, 1.368594, 3.362543], [-3.184705, 1.017012, -0.497019], [-2.595875, 1.694462, 0.512725], [-4.145567, 1.426609, -0.808609], [-2.539323, 1.240907, -1.346403], [-3.375866, -0.030096, -0.262238], [-0.611429, -3.037591, -0.003851], [-1.524850, -2.718979, 1.212400], [-0.834071, -1.498351, 1.776445], [-0.483801, -0.804273, 0.589398], [-0.102041, -1.690501, -0.394393], [-1.133614, -3.550292, -0.811669], [0.286907, -3.573839, 0.301971], [-1.473926, -3.492642, 1.978543], [-2.586482, -2.572907, 1.013168], [0.030385, -1.811789, 2.361758], [-1.523111, -0.998792, 2.457451], [0.958948, -1.516189, -0.573363], [-0.450152, -1.429131, -1.393696], [1.712983, 0.768725, -2.847621], [2.759448, 0.673486, -1.751776], [1.974784, 1.159191, -0.494411], [0.647034, 1.558432, -0.859389], [0.648393, 1.762691, -2.309283], [1.295616, -0.206255, -3.099233], [2.093710, 0.980431, -3.846785], [3.656376, 1.283484, -1.859144], [2.971402, -0.394607, -1.703226], [2.369557, 2.095280, -0.099471], [1.863996, 0.473463, 0.345580], [0.880448, 2.757315, -2.690031], [-0.334096, 1.440991, -2.654723]], "forces_ev_per_angstrom": [[-1.165, 0.546, -0.031], [-0.266, 0.677, -0.426], [0.099, -1.573, 0.841], [-0.120, 0.623, -0.056], [-0.256, -0.131, -0.597], [0.394, 0.006, -0.171], [0.530, 0.858, -0.042], [1.034, 0.328, 1.788], [-0.655, 0.284, 0.067], [0.035, -1.077, -1.218], [0.184, -0.694, -0.400], [-0.061, -0.652, 0.654], [0.712, -1.097, 0.560], [-0.980, -1.057, -0.236], [-0.473, 2.558, 1.569], [0.592, 0.575, -2.174], [0.202, -0.038, 0.103], [-0.424, -0.713, 0.195], [-0.063, -0.347, -0.165], [0.215, 0.297, -0.437], [0.432, 0.133, -0.105], [0.181, 0.867, -0.491], [0.626, -0.948, 0.487], [-0.931, 0.607, 0.155], [-0.512, 0.366, -0.744], [-0.935, -0.507, 0.869], [0.157, 1.036, 0.339], [0.233, -0.130, -1.953], [-0.101, -1.744, -0.302], [-0.410, -0.203, 0.823], [0.273, 0.926, 0.150], [-0.095, -0.208, -0.296], [0.680, 0.188, 0.450], [0.792, -0.193, 0.133], [0.240, -0.325, -0.180], [-0.076, 0.338, 0.790], [-0.089, 0.424, 0.051]], "homo_energy_ha": [-0.256, -0.222], "homo_lumo_gap_ha": [0.2694, 0.1421], "spin_multiplicity": 2, "total_charge": 0, "de_lowest_kcal_mol": 15.3, "molar_mass_da": 213.22, "lumo_ev": [0.38, -2.16], "fmax_ha_per_bohr": 0.0591}

---

No. 3
{"formula": "C10H22O3", "method": "the ωB97M-V functional and the def2-TZVPD basis", "species": ["C", "C", "C", "C", "C", "C", "C", "C", "C", "C", "H", "H", "H", "H", "H", "H", "H", "H", "H", "H", "H", "H", "H", "H", "H", "H", "H", "H", "H", "H", "H", "H", "O", "O", "O"], "coordinates": [[0.434104, -2.026763, 2.234622], [1.528516, -2.065372, 1.259093], [1.413157, -2.299593, -0.298536], [0.425699, -0.276159, -1.241414], [1.190745, 1.499070, 0.328251], [0.830072, 2.815954, -0.092683], [1.981058, 3.966213, -0.416241], [-1.984707, -0.038789, -1.600439], [-2.701454, -0.023351, -0.225900], [-3.126847, -1.456141, 0.097821], [-0.146537, -1.096268, 1.711228], [-0.291418, -2.722364, 2.484923], [0.914357, -1.702716, 3.208319], [2.067470, -1.056922, 1.326578], [2.068272, -3.033770, 1.535320], [2.179574, -3.054835, -0.729572], [0.557714, -2.865523, -0.473605], [0.649098, 0.230521, -2.141105], [1.965542, 1.010539, -0.110706], [1.193730, 1.221259, 1.537512], [-0.023553, 3.177065, 0.511884], [0.430327, 2.634532, -1.052912], [2.393779, 4.180462, 0.752057], [2.883359, 3.504100, -1.033938], [1.471173, 4.807738, -1.005940], [-1.737174, 0.996507, -1.703238], [-2.763949, -0.261789, -2.511044], [-1.786670, 0.247540, 0.509444], [-3.350420, 0.971718, -0.262066], [-3.137622, -1.719878, 1.284346], [-4.110551, -1.708800, -0.554721], [-2.141705, -2.329474, -0.544440], [1.401644, -1.283238, -1.231429], [0.160501, 0.663409, -0.122222], [-0.837283, -0.904884, -1.429248]], "forces_ev_per_angstrom": [[-1.192, 5.963, -0.484], [3.196, -1.687, -1.950], [0.442, -2.459, 0.733], [-2.258, -0.624, 0.630], [-1.097, -2.824, 4.520], [1.007, 4.199, -1.169], [0.367, -1.779, 2.666], [-1.632, -0.194, 0.224], [2.368, 1.518, 0.766], [0.046, -2.737, -1.088], [0.435, -1.670, 2.163], [-0.929, -2.096, -0.331], [-0.796, -0.081, -1.008], [0.030, -1.789, 0.417], [0.654, 1.690, -0.183], [-0.503, 1.618, 1.186], [-2.107, -1.083, -0.045], [0.576, 1.277, -0.761], [3.602, -0.240, -0.860], [0.477, 1.325, -2.824], [0.665, 0.270, -0.183], [-0.767, -0.031, -1.252], [-0.844, 0.319, -3.589], [-2.040, 0.951, 1.296], [1.064, -1.015, 1.344], [0.902, 0.576, -0.674], [2.298, -0.273, 2.054], [-2.379, -0.467, -1.564], [0.361, -2.625, 0.516], [-0.348, 0.498, -3.189], [2.017, 0.244, 2.094], [-3.134, 2.798, 2.403], [0.143, 3.130, 0.436], [-0.815, -3.149, -1.354], [0.194, 0.446, -0.939]], "homo_energy_ha": -0.360, "homo_lumo_gap_ha": 0.3928, "spin_multiplicity": 1, "total_charge": 0, "de_lowest_kcal_mol": 167.3, "molar_mass_da": 190.28, "lumo_ev": 0.88, "fmax_ha_per_bohr": 0.1186}

---

No. 4
{"formula": "C10H23Be2BrClF2MgNO3", "method": "the ωB97M-V functional and the def2-TZVPD basis", "species": ["C", "C", "Cl", "C", "C", "C", "C", "N", "C", "H", "H", "H", "H", "H", "H", "H", "H", "H", "H", "H", "H", "H", "H", "H", "O", "C", "C", "O", "H", "H", "H", "H", "C", "O", "H", "H", "H", "H", "Be", "F", "Be", "F", "Br", "Mg"], "coordinates": [[-0.048388, -0.606855, -3.984062], [-0.218305, -1.266624, -2.575923], [-1.566581, -2.453490, -2.461865], [1.170580, -1.867813, -2.161408], [1.968892, -0.740616, -1.448030], [1.772521, -0.602576, 0.108944], [2.831601, 0.542492, 0.369242], [3.816278, 0.520444, -0.777150], [3.507031, -0.668617, -1.632914], [-0.882796, -0.839473, -4.661534], [0.866810, -0.994444, -4.477982], [0.118262, 0.472302, -3.833749], [-0.447135, -0.447803, -1.866702], [1.703105, -2.343788, -3.011605], [0.925365, -2.656685, -1.348109], [1.580913, 0.216765, -1.851808], [0.740158, -0.211731, 0.186483], [1.968772, -1.523314, 0.699285], [3.243962, 0.496873, 1.392306], [2.236498, 1.471450, 0.388955], [3.487681, 1.325700, -1.357218], [4.817609, 0.585073, -0.379557], [4.138649, -1.522132, -1.315427], [3.712444, -0.319770, -2.669980], [-2.627924, 1.394478, 0.217108], [-2.644702, 0.171757, 0.664214], [-1.947822, 0.137132, 2.213399], [-1.964061, -1.056359, 2.622467], [-2.094143, -0.584341, 0.086322], [-3.638918, -0.311305, 0.774595], [-2.508547, 0.889125, 2.798058], [-0.961034, 0.623990, 2.084637], [-4.034202, 1.719690, 6.068064], [-2.942882, 1.273599, 5.259129], [-3.876145, 2.767093, 6.311412], [-4.974327, 1.615363, 5.522061], [-4.077491, 1.138682, 6.990910], [-3.101520, 0.345474, 5.057243], [5.873236, 1.512693, 0.565346], [-1.923384, 2.242501, -1.737164], [-4.288642, 1.199502, -0.826169], [4.377153, 1.419328, -2.814266], [-6.138416, 1.082177, -2.059511], [2.049843, -4.145950, -1.128049]], "forces_ev_per_angstrom": [[0.607, -0.460, 0.151], [0.193, 0.357, -0.565], [0.639, 0.146, -0.043], [-0.003, 0.562, 0.695], [0.921, -0.674, 0.775], [0.294, 0.990, -1.648], [-1.848, -0.622, 1.418], [-2.372, -0.715, 1.778], [-0.575, 0.228, -0.786], [0.156, 0.395, 0.456], [-0.492, 0.143, 0.171], [-0.448, -0.358, -0.270], [-0.091, -0.635, -0.161], [-0.291, 0.271, 0.197], [-0.295, 0.426, -0.043], [0.158, -0.445, -0.090], [0.522, -0.409, 0.892], [-0.219, 0.373, -0.350], [0.401, -0.262, -0.681], [0.647, -0.108, -0.442], [2.013, 0.124, -0.949], [-1.202, -0.102, -1.306], [-0.421, 0.144, -0.110], [0.574, -0.246, 0.461], [-1.784, -0.551, -0.220], [-2.062, -0.874, -3.620], [2.047, 0.672, 4.400], [-0.394, 0.344, -0.985], [1.126, 0.330, 0.667], [-0.092, 0.144, 0.528], [-0.958, -0.274, -0.433], [0.179, -0.427, -1.084], [-0.043, -0.195, -0.045], [0.086, -0.063, -0.310], [0.084, -0.040, -0.059], [-0.067, 0.079, 0.121], [-0.090, 0.097, 0.039], [0.042, 0.014, 0.160], [1.379, 0.855, 0.767], [-0.961, -1.098, 0.226], [0.414, 1.539, -1.310], [-0.355, 0.180, -0.117], [2.620, -0.034, 1.931], [-0.042, 0.181, -0.204]], "homo_energy_ha": -0.513, "homo_lumo_gap_ha": 0.0736, "spin_multiplicity": 1, "total_charge": 2, "molar_mass_da": 400.98, "lumo_ev": -11.95, "fmax_ha_per_bohr": 0.0953}